(1)
{"formula": "C23H15F3N2O6PbS8", "method": "ωB97M-V/def2-TZVPD", "symbols": ["Pb", "O", "C", "S", "C", "C", "S", "S", "S", "O", "C", "C", "C", "C", "C", "S", "C", "C", "C", "C", "S", "C", "C", "C", "C", "S", "H", "H", "H", "H", "H", "H", "H", "H", "H", "N", "C", "O", "C", "C", "C", "C", "N", "C", "H", "H", "H", "H", "H", "H", "F", "C", "F", "F", "S", "O", "O", "O"], "xyz": [[0.44708, -0.14005, 0.15693], [5.02994, -0.97960, 5.38137], [4.25528, -0.62346, 4.55574], [2.47725, -0.65057, 4.78132], [2.04169, 0.03852, 3.25692], [3.13264, 0.38933, 2.39093], [2.94076, 1.15082, 0.93905], [4.72434, 0.00351, 2.95475], [0.42632, 0.21643, 2.88728], [-1.86746, -0.10137, -0.05739], [-2.66937, -1.13596, -0.52102], [-2.75277, -1.13593, -2.04074], [-1.83309, -0.65311, -2.92012], [-2.19944, -0.86067, -4.27485], [-3.39726, -1.48609, -4.39893], [-4.10507, -1.82159, -2.87111], [-4.07828, -0.91850, 0.03494], [-5.03184, -1.84414, 0.33003], [-6.25809, -1.24533, 0.72357], [-6.19395, 0.11066, 0.73552], [-4.64271, 0.68862, 0.27445], [-2.24956, -2.50419, -0.02038], [-2.23637, -3.71457, -0.63658], [-1.73075, -4.74687, 0.19621], [-1.38724, -4.30612, 1.42994], [-1.66388, -2.61885, 1.60403], [-0.91955, -0.17053, -2.60568], [-1.58886, -0.55602, -5.11043], [-3.91165, -1.77785, -5.29796], [-4.87137, -2.90840, 0.25543], [-7.14207, -1.81262, 0.97052], [-6.97703, 0.80990, 0.97318], [-2.56500, -3.87788, -1.65038], [-1.60717, -5.76917, -0.12468], [-0.98369, -4.86868, 2.25248], [3.44267, 4.88736, -0.35345], [2.22109, 5.44872, -0.52776], [2.06223, 6.62448, -0.78050], [1.05524, 4.51519, -0.37029], [-0.16035, 5.02862, 0.07479], [-1.23424, 4.17294, 0.23642], [-1.05293, 2.81915, -0.00411], [0.10878, 2.32432, -0.43342], [1.12285, 3.16102, -0.65209], [4.25212, 5.48012, -0.42849], [3.57134, 3.94136, -0.04321], [-0.23391, 6.08776, 0.28033], [-2.19533, 4.53998, 0.56547], [-1.84533, 2.09213, 0.14014], [2.01857, 2.72464, -1.07541], [3.46641, -3.66023, -1.97806], [3.59542, -2.85527, -0.92655], [3.73234, -1.59682, -1.38054], [4.71500, -3.17807, -0.27728], [2.10533, -2.95848, 0.17686], [2.37167, -1.93638, 1.18686], [2.09118, -4.30307, 0.65063], [1.03748, -2.53639, -0.73460]], "forces_ev_per_a": [[-1.2799, -0.9356, -1.0094], [-0.0695, 0.0114, 0.0033], [-0.0522, -0.0101, -0.1497], [-0.0919, -0.0602, -0.0563], [-1.6270, -0.2675, 0.6335], [0.9741, 0.8323, -1.2402], [0.4184, -0.1173, 0.9571], [-0.0365, -0.0879, -0.0965], [0.7909, 0.1210, 0.7361], [1.2750, 0.0374, 0.1690], [-0.7990, -0.0872, 0.2229], [-0.0504, -0.0115, -0.0264], [-0.0968, -0.1434, 0.2521], [0.0630, 0.0197, -0.1373], [-0.1298, -0.1135, 0.1012], [0.3126, 0.2029, -0.0865], [0.2196, 0.1165, -0.0155], [0.0504, 0.2302, -0.0826], [-0.0933, 0.0109, -0.0129], [-0.0131, 0.1811, -0.0488], [-0.1695, -0.3131, -0.0400], [0.5618, 0.1633, -0.0431], [0.0416, 0.2153, 0.0149], [0.0351, -0.1788, 0.1818], [0.0418, 0.0907, 0.1153], [-0.0346, -0.1392, -0.2204], [0.0206, 0.0574, -0.0189], [-0.0061, 0.0089, -0.0841], [-0.0093, 0.0391, -0.0900], [0.0443, -0.0507, -0.0018], [-0.0718, 0.0349, 0.0646], [-0.0490, 0.0156, 0.0969], [0.0378, 0.0742, -0.0843], [-0.0228, -0.0684, 0.0137], [0.1019, -0.0691, 0.0231], [0.1999, -0.0521, -0.0559], [-0.0509, -0.0092, -0.0565], [-0.0411, -0.0188, 0.0605], [-0.1283, -0.0345, -0.0553], [0.0215, -0.0782, -0.0583], [0.0882, 0.0891, 0.0360], [-0.1270, 0.0374, 0.0337], [-0.1795, 0.1548, -0.1339], [0.0333, 0.2039, 0.1349], [-0.0304, 0.0218, -0.0224], [-0.0375, 0.0259, 0.0422], [-0.0156, 0.0311, -0.0211], [-0.0248, -0.0271, 0.0153], [-0.0157, -0.0177, -0.0062], [0.0590, -0.0047, -0.0293], [-0.0080, -0.0137, 0.0431], [-0.2159, 0.0066, 0.1322], [0.0021, 0.0892, -0.0063], [-0.0582, 0.0027, 0.0560], [0.4462, -0.1544, -0.3802], [-0.0358, 0.1657, 0.1340], [-0.1580, -0.1824, -0.0535], [-0.0099, -0.0450, 0.1500]], "gap_ev": 4.678, "e_lumo_ha": -0.134}

(2)
{"formula": "CIO4S", "method": "ωB97M-V/def2-TZVPD", "symbols": ["C", "O", "O", "O", "O", "S", "I"], "xyz": [[-1.32558, 0.91971, 0.13601], [2.07366, 0.05531, 0.97253], [-1.33920, 2.08604, 0.14846], [1.70173, -0.28861, -1.44486], [0.97223, -2.00981, 0.17222], [1.37065, -0.64480, -0.08200], [-3.45350, -0.11784, 0.09763]], "forces_ev_per_a": [[2.1116, 1.2120, -0.0967], [-0.9671, -0.1678, -0.5882], [-0.0951, -1.0915, 0.0241], [-0.7344, 0.0598, 0.8395], [-0.3097, 1.0405, -0.0871], [1.1122, -0.4806, -0.0823], [-1.1174, -0.5724, -0.0093]], "gap_ev": [5.527, 5.547], "total_charge": -1, "e_lumo_ha": [0.062, 0.062]}

(3)
{"formula": "C3H2N4O", "method": "ωB97M-V/def2-TZVPD", "symbols": ["C", "C", "C", "H", "H", "N", "N", "N", "N", "O"], "xyz": [[-0.00709, 0.90859, -0.59614], [-1.26204, -0.04078, 1.10754], [-0.01794, -0.71344, 1.44768], [-2.24609, -0.14532, 1.62407], [0.23342, -0.94727, 2.55086], [-1.27300, 0.75557, 0.07033], [0.89067, -1.19715, 0.57139], [0.64795, -1.29519, -0.80251], [0.23319, -0.30344, -1.44271], [0.78044, 1.80599, -0.58811]], "forces_ev_per_a": [[0.2033, -0.7635, -0.1449], [-0.5274, 1.2604, -2.0074], [2.4619, -2.1508, -0.0032], [1.1254, -0.1600, -0.1280], [-0.3674, 0.5144, -1.9207], [1.0193, -0.4010, 0.6746], [-2.0918, 0.8512, 1.9328], [-0.6837, 1.4297, 0.3368], [-0.0240, -0.2039, 1.0474], [-1.1157, -0.3765, 0.2127]], "gap_ev": 8.706, "e_lumo_ha": -0.050, "smiles": "O=c1nccnnn1"}

(4)
{"formula": "C4H11NO2", "method": "ωB97M-V/def2-TZVPD", "symbols": ["C", "C", "C", "C", "N", "O", "O", "H", "H", "H", "H", "H", "H", "H", "H", "H", "H", "H"], "xyz": [[-0.49882, 0.10679, 0.71647], [0.68917, -0.03294, 0.07029], [-1.57168, 1.09969, 0.37149], [1.78946, -0.88544, 0.67158], [1.08912, 0.81954, -0.95858], [-0.79222, -0.71262, 1.78528], [-1.19633, -1.08766, -2.15858], [-1.75918, -0.74752, 1.88597], [-0.69738, -0.25140, -2.23787], [-0.66068, -1.62119, -1.48868], [2.07583, 0.74915, -1.20015], [0.84765, 1.79635, -0.80400], [-2.48845, 0.58255, 0.07417], [-1.79080, 1.71960, 1.24807], [-1.29312, 1.77988, -0.43578], [2.29480, -1.44914, -0.11890], [1.42466, -1.60608, 1.40846], [2.53796, -0.25957, 1.17078]], "forces_ev_per_a": [[0.8358, 0.0495, -1.2288], [-0.5720, -0.0798, 2.7092], [0.1711, -0.0239, 0.0934], [-0.2568, -0.4073, -0.3372], [0.2143, 0.8931, -0.9856], [-0.4377, -0.0521, 0.2045], [1.1265, -0.7278, 1.0367], [0.5440, 0.0045, -0.0493], [-0.1045, -0.5806, 0.1846], [-1.0829, 1.2853, -1.3411], [-0.4376, -0.0415, 0.2057], [0.1320, -0.3271, -0.1302], [-0.0119, 0.0403, -0.0447], [-0.0234, -0.0771, -0.0309], [-0.0101, -0.2118, 0.0080], [0.1014, 0.0042, 0.0454], [-0.0921, 0.2043, -0.2052], [-0.0960, 0.0477, -0.1344]], "gap_ev": 8.367, "e_lumo_ha": 0.027, "smiles": "C/C(N)=C(/C)O.O"}

Calculated values (Ha) of DFT total energy for the records, taken in order: -5124.389774; -1034.978870; -409.657760; -364.219544.
Calculated values (eV) of relative energy (zero: lowest compared OMol25 entry of this formula, charge and spin) for the records, taken in order: 0.8119; 1.2306; 1.9167; 1.3233.